{
  "formula": "C27H31ClCoN3OSSeSi2",
  "method": "ωB97M-V with the def2-TZVPD basis set",
  "species": ["Co", "Cl", "C", "C", "C", "C", "O", "C", "C", "N", "C", "C", "C", "C", "C", "C", "C", "C", "N", "C", "C", "H", "H", "H", "H", "H", "H", "H", "H", "H", "H", "C", "Si", "C", "C", "C", "C", "C", "C", "N", "C", "S", "H", "H", "H", "H", "H", "H", "H", "H", "H", "H", "H", "H", "C", "Si", "C", "C", "Se", "H", "H", "H", "H", "H", "H", "H", "H", "H"],
  "coordinates": [[-0.4648, -0.6577, -0.4893], [5.4628, 0.2569, -4.4849], [4.2176, -0.0969, -3.3010], [4.5833, -0.3084, -1.9545], [3.6332, -0.5786, -1.0170], [2.2396, -0.6429, -1.3498], [1.3994, -0.8635, -0.4324], [1.9014, -0.4447, -2.7328], [0.5568, -0.4906, -3.1956], [-0.4688, -0.7127, -2.4579], [-1.7757, -0.6530, -2.9851], [-2.1465, -0.7148, -4.2994], [-3.5069, -0.6162, -4.6673], [-4.4847, -0.4665, -3.7289], [-4.1390, -0.4170, -2.3575], [-5.0779, -0.2769, -1.3095], [-4.6373, -0.2414, -0.0250], [-3.2554, -0.3515, 0.2453], [-2.3659, -0.4854, -0.6951], [-2.7855, -0.5136, -1.9958], [2.9139, -0.1674, -3.6780], [5.6277, -0.2509, -1.6735], [3.8969, -0.7441, 0.0201], [0.4069, -0.2725, -4.2562], [-1.4016, -0.8621, -5.0702], [-3.7750, -0.6685, -5.7156], [-5.5268, -0.3966, -4.0188], [-6.1342, -0.2084, -1.5427], [-5.3275, -0.1351, 0.8014], [-2.8692, -0.3273, 1.2525], [2.6455, -0.0101, -4.7169], [2.0229, 1.6294, 3.7564], [2.3788, 2.7994, 2.3570], [4.1632, 2.5442, 1.8263], [2.2508, 4.5556, 3.0210], [1.3215, 2.7087, 0.8071], [1.6832, 3.5709, -0.2195], [1.0883, 3.5111, -1.4745], [0.1513, 2.5162, -1.6704], [-0.2439, 1.6797, -0.7149], [0.2884, 1.7714, 0.5326], [-0.3140, 0.5901, 1.6519], [2.7943, 1.7547, 4.5250], [2.0165, 0.5919, 3.4167], [1.0443, 1.8293, 4.1971], [4.8409, 2.9542, 2.5826], [4.3794, 3.0340, 0.8731], [4.3902, 1.4796, 1.7076], [2.9219, 4.6807, 3.8778], [1.2322, 4.7786, 3.3512], [2.5293, 5.2954, 2.2642], [2.4712, 4.3028, -0.0485], [1.3735, 4.1784, -2.2774], [-0.3104, 2.3703, -2.6460], [-0.1535, -4.0958, 3.5480], [-1.5111, -3.5647, 2.3600], [-2.7633, -4.9721, 2.2963], [-2.3727, -2.1219, 3.2186], [-0.7102, -3.1840, 0.3192], [-0.5763, -4.4775, 4.4868], [0.4905, -3.2423, 3.7812], [0.4689, -4.8746, 3.1006], [-3.2630, -5.1284, 3.2618], [-2.2636, -5.9021, 2.0101], [-3.5198, -4.7544, 1.5383], [-2.4817, -2.3402, 4.2875], [-3.3730, -1.9469, 2.8087], [-1.7874, -1.2032, 3.1177]],
  "total_charge": -1,
  "lumo_ev": [1.7, 1.7],
  "gap_ev": [5.326, 5.545],
  "multiplicity": 2,
  "s_squared": 0.76
}